Formula: C19H25N5OS
Source: the OMol25 dataset
Level of theory: the ωB97M-V functional and the def2-TZVPD basis

Each line ends with the Mulliken charge.
Atoms and positions in Å:
C 0.383 5.354 -0.457  -1.183
C 1.435 4.254 -0.463  -0.622
C 0.846 2.846 -0.602  0.559
O 1.881 1.994 -1.030  -0.689
C 0.234 2.350 0.722  -1.098
N -0.739 1.298 0.541  -0.033
C -0.423 0.009 0.292  0.233
N 0.873 -0.309 0.272  -0.293
C 1.220 -1.587 0.119  0.305
N 2.568 -1.888 0.094  0.934
N 2.964 -3.063 -0.428  -1.329
C 4.269 -3.108 -0.308  0.540
C 5.064 -4.265 -0.794  -1.131
C 4.744 -1.935 0.325  -1.221
C 3.636 -1.168 0.570  1.251
C 3.539 0.148 1.246  -1.239
N 0.393 -2.603 -0.019  -0.651
C -0.890 -2.288 -0.035  -0.313
S -2.139 -3.476 -0.206  -0.346
C -3.355 -2.221 -0.123  0.757
C -2.840 -0.974 0.019  0.332
C -1.410 -0.988 0.096  0.266
C -3.724 0.239 0.075  -0.647
C -5.154 -0.097 -0.354  -1.030
C -5.631 -1.382 0.313  -0.763
C -4.804 -2.559 -0.201  -0.560
H -0.286 5.261 0.395  0.313
H -0.212 5.318 -1.367  0.318
H 0.864 6.327 -0.402  0.368
H 2.034 4.295 0.449  0.300
H 2.110 4.397 -1.308  0.343
H 0.048 2.866 -1.368  0.052
H 1.654 1.085 -0.763  0.403
H 1.042 1.973 1.354  0.115
H -0.265 3.173 1.235  0.485
H -1.700 1.568 0.429  0.244
H 5.626 -4.708 0.027  0.274
H 5.774 -3.942 -1.555  0.269
H 4.396 -5.009 -1.217  0.340
H 5.761 -1.696 0.565  0.405
H 3.412 0.948 0.517  0.230
H 4.455 0.329 1.804  0.379
H 2.692 0.165 1.928  0.277
H -3.733 0.632 1.099  0.359
H -3.337 1.016 -0.590  0.381
H -5.185 -0.228 -1.437  0.357
H -5.814 0.733 -0.096  0.387
H -5.512 -1.296 1.395  0.331
H -6.687 -1.551 0.100  0.334
H -5.072 -2.778 -1.240  0.298
H -5.006 -3.460 0.382  0.411

Values from the calculation:
**Largest force on an atom**: 1.490 eV Å⁻¹
**Spin multiplicity**: 1
**HOMO-LUMO gap**: 8.3 eV
**Energy above the lowest of the compared OMol25 structures with the same formula, charge and spin**: 0.0000 eV
**Electronic energy**: -1486.2662 Eh
**SMILES string**: CC[C@@H](O)CNc1nc(-n2nc(C)cc2C)nc2sc3c(c12)CCCC3